<P>
{"formula": "C6H10NO", "method": "wB97M-V/def2-TZVPD", "total_charge": 1, "homo_energy_ev": [-13.36, -13.36], "orbital_gap_ev": [9.19, 9.19], "smiles": "C[N+]1(C2=CO2)CCC1", "species": ["C", "N", "C", "C", "O", "C", "C", "C", "H", "H", "H", "H", "H", "H", "H", "H", "H", "H"], "positions_angstrom": [[-0.998, 1.322, 0.931], [-0.249, 0.384, 0.169], [1.191, 0.655, 0.240], [2.433, 0.129, 0.264], [2.081, 0.053, 1.538], [-0.595, 0.266, -1.228], [-0.290, -1.290, -1.152], [-0.374, -1.102, 0.394], [-2.067, 1.213, 0.641], [-0.827, 0.911, 2.042], [-0.697, 2.409, 0.938], [3.521, 0.080, -0.211], [-0.094, 0.889, -1.985], [-1.697, 0.454, -1.257], [-0.996, -1.885, -1.646], [0.639, -1.502, -1.535], [-1.366, -1.251, 0.917], [0.385, -1.733, 0.942]], "lowdin_charge": [0.0053, -0.3190, 0.0091, -0.0425, 0.0332, -0.0608, -0.0360, -0.0371, 0.1204, 0.1720, 0.1423, 0.1981, 0.1556, 0.1509, 0.1038, 0.0870, 0.1615, 0.1564]}

=====

<Q>
{"formula": "C6H10NO", "method": "wB97M-V/def2-TZVPD", "total_charge": 1, "homo_energy_ev": -14.50, "orbital_gap_ev": 8.84, "smiles": "C[N+](C)=C/C=C\\C=O", "species": ["C", "N", "C", "C", "C", "C", "C", "O", "H", "H", "H", "H", "H", "H", "H", "H", "H", "H"], "positions_angstrom": [[1.689, -0.688, 0.880], [1.117, 0.283, 0.053], [1.827, 1.434, -0.401], [-0.072, 0.132, -0.419], [-0.881, -1.050, -0.399], [-2.218, -1.019, -0.229], [-2.901, 0.227, 0.124], [-2.350, 1.168, 0.631], [1.799, -1.507, 0.181], [2.677, -0.475, 1.408], [0.944, -1.175, 1.619], [2.292, 1.413, -1.472], [1.191, 2.223, -0.291], [2.598, 1.594, 0.283], [-0.635, 0.983, -0.580], [-0.414, -1.986, -0.772], [-2.790, -1.896, -0.429], [-3.872, 0.339, -0.186]], "lowdin_charge": [-0.0111, -0.1533, 0.0200, -0.0100, -0.0075, 0.0363, -0.2056, 0.1021, 0.1041, 0.1462, 0.1490, 0.1675, 0.0796, 0.0843, 0.1187, 0.1495, 0.1209, 0.1092]}

=====

<R>
{"formula": "C6H10NO", "method": "wB97M-V/def2-TZVPD", "total_charge": 1, "homo_energy_ev": [-13.85, -13.85], "orbital_gap_ev": [6.12, 6.13], "species": ["C", "C", "C", "C", "C", "C", "N", "O", "H", "H", "H", "H", "H", "H", "H", "H", "H", "H"], "positions_angstrom": [[-1.412, -0.522, 0.138], [2.096, -0.023, -0.059], [-0.454, -1.105, 0.929], [-1.787, 0.832, 0.604], [3.112, 0.997, -0.002], [-2.246, -1.179, -0.955], [0.185, -1.771, 1.612], [2.205, -1.243, -0.032], [1.071, 0.537, -0.420], [-2.790, 1.120, 0.411], [-1.145, 1.428, 0.050], [-1.535, 0.933, 1.639], [3.241, 1.129, -1.172], [4.130, 0.690, 0.243], [2.783, 1.969, 0.492], [-2.025, -2.293, -0.917], [-2.173, -0.719, -1.966], [-3.255, -0.780, -0.594]], "lowdin_charge": [-0.1274, -0.3633, -0.1522, 0.0192, -0.0565, 0.0521, 0.3586, 0.0397, 0.1348, 0.1066, 0.0972, 0.1185, 0.1528, 0.0919, 0.1149, 0.1366, 0.1367, 0.1396]}

=====

Question: which arrangement is favored energetically? Ranking from most to least stable: <Q>, <R>, <P>.

=====

<P>
{"formula": "C3H10N2O", "method": "wB97M-V/def2-TZVPD", "total_charge": 0, "homo_energy_ev": -9.38, "orbital_gap_ev": 10.28, "smiles": "CC(N)=O.CN", "species": ["C", "C", "N", "O", "H", "H", "H", "H", "H", "C", "N", "H", "H", "H", "H", "H"], "positions_angstrom": [[-2.637, -1.111, 0.179], [-1.423, -0.207, -0.081], [-0.359, -0.813, -0.694], [-1.362, 0.947, 0.277], [-2.934, -0.867, 1.196], [-2.431, -2.191, 0.043], [-3.441, -0.824, -0.497], [0.432, -0.233, -0.940], [-0.403, -1.748, -1.105], [2.052, 0.524, -0.092], [1.793, 1.828, 0.590], [1.863, 0.669, -1.134], [3.040, 0.107, -0.045], [1.305, -0.214, 0.317], [1.817, 1.721, 1.589], [2.686, 2.412, 0.396]], "lowdin_charge": [-0.0100, -0.5879, 0.1095, 0.0473, 0.0775, 0.0760, 0.0778, 0.0335, 0.1137, -0.2078, -0.0569, 0.0592, 0.0626, 0.0708, 0.0410, 0.0936]}

=====

<Q>
{"formula": "C3H10N2O", "method": "wB97M-V/def2-TZVPD", "total_charge": 0, "homo_energy_ev": -8.68, "orbital_gap_ev": 9.42, "smiles": "C=CN.NCO", "species": ["C", "C", "N", "H", "H", "H", "H", "H", "N", "C", "O", "H", "H", "H", "H", "H"], "positions_angstrom": [[-1.460, -2.515, -0.924], [-0.876, -2.561, -2.122], [0.316, -1.789, -2.448], [-2.396, -2.756, -0.504], [-0.810, -2.079, -0.198], [-1.302, -3.187, -2.912], [0.910, -2.276, -3.148], [0.770, -1.685, -1.495], [1.360, 1.942, 1.023], [0.286, 2.781, 1.540], [-0.087, 2.685, 2.936], [1.051, 1.059, 1.313], [2.321, 2.121, 1.363], [0.321, 3.842, 1.387], [-0.474, 2.552, 0.903], [0.071, 1.866, 3.286]], "lowdin_charge": [-0.0333, -0.2887, 0.0008, 0.0309, 0.0259, 0.0940, 0.0791, 0.0913, 0.0314, -0.3144, -0.0371, 0.0357, 0.0857, 0.1112, 0.0718, 0.0157]}

=====

Question: which arrangement is favored energetically? Ranking from most to least stable: <P>, <Q>.

=====

<P>
{"formula": "C3H10N2O", "method": "wB97M-V/def2-TZVPD", "total_charge": 0, "homo_energy_ev": -7.78, "orbital_gap_ev": 3.86, "species": ["N", "C", "C", "O", "C", "N", "H", "H", "H", "H", "H", "H", "H", "H", "H", "H"], "positions_angstrom": [[-3.030, -0.480, -0.321], [0.283, 0.031, 1.185], [-0.370, 0.422, -0.165], [-1.393, 1.267, 0.072], [1.597, 0.046, 1.270], [2.971, -0.267, -0.939], [-3.653, -0.401, -1.120], [-2.367, 0.659, -0.167], [-0.552, -0.257, 1.812], [-0.903, -0.513, -0.496], [0.365, 0.757, -0.897], [-3.471, -0.947, 0.464], [2.123, -0.113, 0.190], [2.178, 0.261, 2.152], [3.764, 0.239, -1.334], [2.460, -0.705, -1.706]], "lowdin_charge": [-0.0152, -0.0447, -0.3205, -0.1455, 0.0990, 0.0005, -0.0138, 0.0122, 0.1342, 0.1372, 0.1083, -0.0133, -0.0150, 0.0968, -0.0087, -0.0117]}

=====

<Q>
{"formula": "C3H10N2O", "method": "wB97M-V/def2-TZVPD", "total_charge": 0, "homo_energy_ev": -7.44, "orbital_gap_ev": 6.80, "species": ["C", "C", "N", "H", "H", "H", "H", "H", "H", "N", "C", "O", "H", "H", "H", "H"], "positions_angstrom": [[-0.230, 1.658, -1.540], [-1.386, 0.904, 0.409], [-0.366, 0.840, -0.334], [-1.151, 1.613, -2.127], [-0.070, 2.656, -1.193], [0.562, 1.231, -2.136], [-2.293, 1.312, -0.046], [-1.359, 0.651, 1.463], [0.528, 0.086, -0.156], [1.426, -0.927, 0.070], [0.274, -1.757, 1.313], [0.815, -2.608, 2.047], [1.335, -1.606, -0.681], [2.290, -1.175, 0.533], [-0.438, -2.073, 0.528], [0.063, -0.804, 1.851]], "lowdin_charge": [-0.0367, 0.0753, -0.0610, 0.0927, 0.0885, 0.0854, 0.1032, 0.0919, 0.0342, -0.0569, -0.4492, -0.1732, 0.0288, 0.0410, 0.0776, 0.0585]}

=====

<R>
{"formula": "C3H10N2O", "method": "wB97M-V/def2-TZVPD", "total_charge": 0, "homo_energy_ev": -7.41, "orbital_gap_ev": 8.26, "smiles": "C/C(N)=C/N.O", "species": ["C", "C", "N", "C", "N", "H", "H", "H", "H", "H", "H", "H", "H", "O", "H", "H"], "positions_angstrom": [[-1.938, -0.179, -0.208], [-0.640, 0.578, -0.335], [0.259, 0.105, -1.329], [-0.298, 1.687, 0.329], [0.844, 2.502, 0.039], [-2.585, 0.463, 0.421], [-2.421, -0.370, -1.174], [-1.885, -1.092, 0.381], [0.105, -0.731, -1.858], [1.203, 0.278, -1.036], [-1.060, 2.074, 1.010], [1.067, 2.299, -0.946], [0.457, 3.420, -0.208], [2.054, -3.380, 1.659], [2.401, -3.778, 0.871], [2.438, -3.878, 2.385]], "lowdin_charge": [-0.0605, -0.4063, 0.0656, -0.2053, 0.0059, 0.0750, 0.0778, 0.0701, 0.0742, 0.0703, 0.1025, 0.0568, 0.0748, -0.0503, 0.0171, 0.0323]}

=====

<S>
{"formula": "C3H10N2O", "method": "wB97M-V/def2-TZVPD", "total_charge": 0, "homo_energy_ev": -8.24, "orbital_gap_ev": 8.96, "species": ["C", "C", "C", "N", "N", "O", "H", "H", "H", "H", "H", "H", "H", "H", "H", "H"], "positions_angstrom": [[-0.544, -0.111, 0.664], [1.424, 0.710, -0.599], [-1.416, -0.516, -0.506], [0.788, 0.320, 0.653], [0.774, -1.313, 0.813], [-0.915, 1.772, 0.760], [-0.955, 2.207, -0.101], [-0.989, -0.231, 1.644], [0.912, -1.897, -0.004], [1.056, -1.584, 1.745], [0.994, 0.279, -1.508], [1.347, 1.793, -0.648], [2.471, 0.412, -0.539], [-1.617, -1.589, -0.475], [-2.355, 0.023, -0.429], [-0.975, -0.275, -1.472]], "lowdin_charge": [-0.3552, -0.0876, -0.0550, -0.0681, 0.0827, -0.2902, -0.0289, 0.1332, 0.0991, 0.0999, 0.0712, 0.0887, 0.0853, 0.0764, 0.0823, 0.0663]}

=====

Question: which arrangement is favored energetically? Ranking from most to least stable: <R>, <Q>, <S>, <P>.

=====

<P>
{"formula": "C3H10N2O", "method": "wB97M-V/def2-TZVPD", "total_charge": 0, "homo_energy_ev": [-6.84, -6.85], "orbital_gap_ev": [7.69, 7.69], "species": ["C", "C", "C", "N", "N", "O", "H", "H", "H", "H", "H", "H", "H", "H", "H", "H"], "positions_angstrom": [[-0.789, -0.409, 0.917], [2.483, 0.201, -0.098], [-1.457, -1.371, -0.011], [1.127, -0.202, -0.351], [-1.166, 1.365, -0.439], [0.485, -0.243, 0.961], [-0.220, 1.068, -0.778], [-1.266, -0.198, 1.868], [-1.779, 1.450, -1.240], [-1.103, 2.240, 0.065], [2.580, 1.134, 0.482], [2.918, 0.372, -1.085], [3.080, -0.573, 0.409], [-2.437, -0.984, -0.291], [-1.582, -2.324, 0.506], [-0.875, -1.526, -0.915]], "lowdin_charge": [-0.2068, -0.2111, -0.0661, -0.1459, 0.0487, -0.1000, 0.0332, 0.1294, 0.0500, 0.0498, 0.0615, 0.0682, 0.0581, 0.0754, 0.0862, 0.0696]}

=====

<Q>
{"formula": "C3H10N2O", "method": "wB97M-V/def2-TZVPD", "total_charge": 0, "homo_energy_ev": -7.20, "orbital_gap_ev": 7.74, "species": ["C", "O", "H", "H", "H", "C", "N", "C", "N", "H", "H", "H", "H", "H", "H", "H"], "positions_angstrom": [[-2.017, 1.584, -1.128], [-1.064, 1.395, -0.147], [-2.920, 0.967, -0.983], [-2.373, 2.627, -1.171], [-1.653, 1.350, -2.151], [0.381, -2.197, 1.047], [1.325, -1.193, 0.579], [0.875, -0.096, 0.001], [1.590, 0.980, -0.202], [-0.020, -1.918, 2.018], [0.889, -3.154, 1.114], [-0.429, -2.259, 0.325], [2.216, -1.154, 1.067], [-0.253, 0.163, -0.225], [2.491, 1.131, 0.224], [0.962, 1.774, -0.370]], "lowdin_charge": [-0.3342, -0.4158, 0.0485, 0.0505, 0.0518, -0.0586, -0.0206, -0.2027, 0.1537, 0.0890, 0.0815, 0.0947, 0.1442, 0.0905, 0.1146, 0.1126]}

=====

<R>
{"formula": "C3H10N2O", "method": "wB97M-V/def2-TZVPD", "total_charge": 0, "homo_energy_ev": -9.11, "orbital_gap_ev": 10.15, "smiles": "[H]/N=C/NCC.O", "species": ["H", "N", "C", "N", "C", "C", "H", "H", "H", "H", "H", "H", "H", "O", "H", "H"], "positions_angstrom": [[1.675, -2.805, 0.359], [1.516, -1.810, 0.362], [0.593, -1.326, -0.346], [0.163, -0.047, -0.127], [-0.554, 0.728, -1.162], [-2.043, 0.864, -0.871], [-0.052, -1.829, -1.078], [0.804, 0.532, 0.394], [-0.261, 0.288, -2.117], [-0.107, 1.704, -1.213], [-2.240, 0.261, 0.016], [-2.763, 0.468, -1.580], [-2.292, 1.863, -0.532], [1.636, 0.688, 2.742], [2.594, 0.590, 2.747], [1.331, -0.170, 2.404]], "lowdin_charge": [0.0321, 0.0645, -0.3384, -0.0290, -0.2452, -0.0869, 0.1292, 0.1024, 0.1057, 0.1017, 0.0682, 0.0652, 0.0647, -0.0783, 0.0357, 0.0083]}

=====

Question: which arrangement is favored energetically? Ranking from most to least stable: <R>, <Q>, <P>.

=====

<P>
{"formula": "C3H10N2O", "method": "wB97M-V/def2-TZVPD", "total_charge": 0, "homo_energy_ev": -7.39, "orbital_gap_ev": 8.24, "smiles": "C/C(N)=C/N.O", "species": ["C", "C", "N", "C", "N", "H", "H", "H", "H", "H", "H", "H", "H", "O", "H", "H"], "positions_angstrom": [[-1.379, -0.418, 1.927], [-0.151, -0.614, 1.075], [0.938, -1.269, 1.699], [-0.131, -0.252, -0.239], [1.092, -0.056, -0.928], [-2.241, -0.310, 1.284], [-1.197, 0.470, 2.534], [-1.504, -1.276, 2.589], [0.800, -2.255, 1.835], [1.833, -0.947, 1.401], [-1.027, 0.063, -0.751], [1.188, 0.726, -1.545], [1.957, -0.365, -0.549], [-0.296, 2.185, -2.819], [-0.654, 1.991, -3.684], [-0.375, 1.346, -2.381]], "lowdin_charge": [-0.0661, -0.4032, 0.0588, -0.1489, 0.0309, 0.0671, 0.0783, 0.0670, 0.0842, 0.0536, 0.0967, 0.0479, 0.0528, -0.0388, 0.0398, -0.0201]}

=====

<Q>
{"formula": "C3H10N2O", "method": "wB97M-V/def2-TZVPD", "total_charge": 0, "homo_energy_ev": -8.87, "orbital_gap_ev": 9.75, "smiles": "C=CN.NCO", "species": ["C", "C", "N", "H", "H", "H", "H", "H", "N", "C", "O", "H", "H", "H", "H", "H"], "positions_angstrom": [[-1.935, -1.073, 0.497], [-2.038, -0.692, -0.780], [-1.162, 0.182, -1.476], [-2.348, -2.048, 0.722], [-1.419, -0.649, 1.340], [-2.711, -1.302, -1.396], [-0.250, 0.042, -1.085], [-1.556, 1.103, -1.582], [1.024, 0.244, 1.167], [2.084, 0.444, 0.213], [1.860, 1.532, -0.657], [1.002, 0.996, 1.849], [1.216, -0.577, 1.733], [2.264, -0.444, -0.409], [3.045, 0.651, 0.718], [0.925, 1.590, -0.854]], "lowdin_charge": [-0.0187, -0.2902, 0.0216, 0.0388, 0.0255, 0.0898, 0.0271, 0.0758, 0.0127, -0.3707, -0.0589, 0.0834, 0.0812, 0.1162, 0.1149, 0.0515]}

=====

<R>
{"formula": "C3H10N2O", "method": "wB97M-V/def2-TZVPD", "total_charge": 0, "homo_energy_ev": [-8.00, -8.00], "orbital_gap_ev": [8.26, 8.26], "species": ["C", "C", "C", "N", "N", "O", "H", "H", "H", "H", "H", "H", "H", "H", "H", "H"], "positions_angstrom": [[-0.890, 0.025, -0.860], [1.237, -0.413, 0.413], [-1.843, -0.701, 0.033], [-0.382, 1.843, 0.462], [2.189, 0.139, -0.524], [-0.665, 1.305, -0.789], [-0.718, -0.358, -1.860], [-1.145, 1.554, 1.087], [0.517, 0.587, 0.678], [3.027, -0.422, -0.615], [2.439, 1.089, -0.282], [0.924, -1.396, 0.060], [1.606, -0.574, 1.441], [-1.633, -0.544, 1.091], [-2.868, -0.364, -0.161], [-1.795, -1.770, -0.176]], "lowdin_charge": [-0.1959, -0.2482, -0.0618, -0.0288, -0.0536, -0.1605, 0.1346, 0.0278, 0.0677, 0.0569, 0.0633, 0.0677, 0.0747, 0.0765, 0.0948, 0.0847]}

=====

Question: which arrangement is favored energetically? Ranking from most to least stable: <P>, <Q>, <R>.

=====

<P>
{"formula": "ClH3NO2P", "method": "wB97M-V/def2-TZVPD", "total_charge": 0, "homo_energy_ev": -10.05, "orbital_gap_ev": 9.61, "smiles": "NOP=O.Cl", "species": ["N", "O", "P", "O", "H", "H", "Cl", "H"], "positions_angstrom": [[-0.367, -0.626, -1.014], [-1.190, -0.219, 0.011], [-0.870, -0.053, 1.541], [0.576, -0.471, 1.756], [-1.036, -0.819, -1.885], [0.379, 0.028, -1.186], [1.269, 1.549, 0.016], [1.240, 0.612, 0.760]], "lowdin_charge": [-0.0510, -0.5066, 0.8456, -0.5252, 0.1570, -0.0372, 0.4697, -0.3522]}

=====

<Q>
{"formula": "ClH3NO2P", "method": "wB97M-V/def2-TZVPD", "total_charge": 0, "homo_energy_ev": -9.57, "orbital_gap_ev": 8.66, "smiles": "NOP=O.Cl", "species": ["N", "O", "P", "O", "H", "H", "Cl", "H"], "positions_angstrom": [[-1.579, 0.994, 1.067], [-2.478, 0.036, 0.565], [-1.976, -1.191, -0.564], [-0.576, -0.843, -0.822], [-1.862, 1.188, 2.010], [-0.722, 0.685, 0.651], [2.387, -1.769, -0.920], [1.069, -1.783, -0.936]], "lowdin_charge": [-0.0022, -0.4883, 0.9330, -0.5280, 0.0888, 0.0413, 0.2355, -0.2800]}

=====

<R>
{"formula": "ClH3NO2P", "method": "wB97M-V/def2-TZVPD", "total_charge": 0, "homo_energy_ev": [-9.81, -9.81], "orbital_gap_ev": [8.79, 8.79], "species": ["N", "O", "O", "P", "Cl", "H", "H", "H"], "positions_angstrom": [[0.447, -0.308, 1.492], [-0.852, -1.201, -0.912], [0.738, 0.918, 0.650], [0.984, 0.396, -0.872], [0.052, 1.979, -1.560], [-0.035, 0.100, 2.290], [-0.265, -0.722, 0.833], [-1.069, -1.162, -1.921]], "lowdin_charge": [0.0198, -0.4569, -0.5851, 0.6271, 0.2975, 0.0804, 0.0154, 0.0018]}

=====

Question: which arrangement is favored energetically? Ranking from most to least stable: <Q>, <P>, <R>.